C15H23BrN2O3Pb | wB97M-V/def2-TZVPD

The geometry in XYZ format:
```
45
Properties=species:S:1:pos:R:3:lowdin_charge:R:1
Pb 0.29371 -1.39249 0.33462 1.549
N -0.22714 -3.64593 1.22922 -0.077
N 0.98247 -4.34500 1.11148 0.001
C 2.14169 -3.79202 0.56759 -0.675
O 3.14411 -4.42070 0.47833 0.166
O 2.01190 -2.50181 0.18724 -0.350
H -0.52498 -3.62248 2.20489 0.120
H -0.96124 -4.11950 0.70165 0.121
H 1.01667 -5.31016 1.40415 0.170
C -2.88075 7.61953 -0.19096 0.004
C -2.43706 6.84106 -1.45681 -0.536
C -3.58016 6.87750 -2.50416 0.003
C -1.19527 7.50727 -2.04595 -0.042
C -2.22862 5.41603 -1.06221 -0.022
C -0.95917 4.78524 -1.24216 -0.024
C -0.79920 3.50020 -0.87779 -0.539
Br 0.82056 2.63821 -1.08877 0.937
C -1.93738 2.69958 -0.27802 -0.288
O -1.74648 1.55260 0.03183 0.054
C -3.26539 3.40156 -0.10240 0.000
C -3.32260 4.69531 -0.50088 0.043
C -4.49933 2.73618 0.48439 -0.529
C -5.61785 2.81115 -0.57729 -0.014
C -4.92023 3.55046 1.72688 -0.014
C -4.34064 1.27402 0.90548 -0.052
H -3.02073 8.66034 -0.48147 0.109
H -2.11629 7.58477 0.58522 0.104
H -3.82220 7.25920 0.21962 0.088
H -3.72067 7.91771 -2.79654 0.109
H -4.52692 6.51175 -2.11093 0.088
H -3.32014 6.30752 -3.39611 0.104
H -1.44228 8.53631 -2.30193 0.104
H -0.86067 7.02039 -2.96328 0.101
H -0.36871 7.54369 -1.33463 0.101
H -0.14235 5.34690 -1.66856 0.117
H -4.25191 5.23315 -0.39319 0.115
H -5.86786 3.83715 -0.84397 0.086
H -6.51609 2.34900 -0.16881 0.104
H -5.34437 2.27285 -1.48556 0.101
H -5.16328 4.58359 1.48218 0.086
H -4.14087 3.54818 2.48984 0.101
H -5.81263 3.09476 2.15492 0.104
H -4.08859 0.62720 0.06670 0.087
H -5.30071 0.94399 1.30184 0.099
H -3.59715 1.14820 1.69086 0.087
```

Results
ΔE to the lowest compared entry with this formula, charge and spin	14.54	kcal per mole
M	566.464	g mol⁻¹
charge	+2